[1]
{
  "formula": "C6H9N",
  "method": "wB97M-V/def2-TZVPD",
  "elements": ["H", "N", "C", "C", "C", "C", "C", "C", "H", "H", "H", "H", "H", "H", "H", "H"],
  "positions_angstrom": [[-0.954, -2.123, -0.285], [-0.346, -1.302, -0.270], [-1.040, -0.249, -0.046], [-2.550, -0.289, 0.112], [-0.385, 1.068, 0.039], [0.941, 1.315, 0.169], [2.062, 0.421, 0.411], [2.438, -0.706, -0.219], [-2.821, -0.490, 1.155], [-3.028, 0.651, -0.182], [-2.969, -1.093, -0.505], [-1.054, 1.930, 0.010], [1.224, 2.367, 0.192], [3.115, 0.738, 0.391], [2.067, -1.012, -1.176], [3.300, -1.226, 0.205]],
  "energy_ha": -288.65836,
  "smiles": "[H]/N=C(C)/C=C\\C=C",
  "homo_lumo_gap_ev": 8.488,
  "charge": 0,
  "e_homo_ev": -8.1,
  "e_above_lowest_kcal_mol": 77.6
}

=====

[2]
{
  "formula": "C6H9N",
  "method": "wB97M-V/def2-TZVPD",
  "elements": ["C", "C", "C", "C", "C", "C", "N", "H", "H", "H", "H", "H", "H", "H", "H", "H"],
  "positions_angstrom": [[-1.080, 0.465, 1.215], [-0.902, -0.789, 0.395], [-0.453, -0.660, -0.960], [-0.186, 0.609, -1.745], [0.583, -1.287, 0.103], [1.507, -0.465, 0.642], [2.247, 0.299, 1.232], [-0.474, 1.344, 0.930], [-2.125, 0.774, 1.112], [-0.910, 0.275, 2.281], [2.036, 0.485, 2.217], [-0.669, -1.518, -1.603], [0.415, 0.413, -2.637], [-1.149, 1.018, -2.070], [0.316, 1.376, -1.150], [0.843, -2.340, 0.036]],
  "energy_ha": -288.60709,
  "homo_lumo_gap_ev": [7.633, 7.631],
  "charge": 0,
  "e_homo_ev": [-6.9, -6.9],
  "e_above_lowest_kcal_mol": 109.8
}

=====

[3]
{
  "formula": "C6H9N",
  "method": "wB97M-V/def2-TZVPD",
  "elements": ["C", "C", "N", "C", "C", "C", "C", "H", "H", "H", "H", "H", "H", "H", "H", "H"],
  "positions_angstrom": [[-2.521, -0.485, 0.193], [-1.094, -0.052, 0.007], [-0.202, -0.811, -0.525], [1.031, -0.037, -0.601], [2.221, -0.775, 0.010], [0.719, 1.293, 0.026], [-0.571, 1.279, 0.382], [-2.569, -1.402, 0.789], [-3.118, 0.288, 0.687], [-2.976, -0.703, -0.779], [1.234, 0.118, -1.672], [2.326, -1.762, -0.450], [3.146, -0.211, -0.156], [2.084, -0.906, 1.088], [1.436, 2.096, 0.149], [-1.145, 2.070, 0.853]],
  "energy_ha": -288.75772,
  "smiles": "CC1=N[C@H](C)C=C1",
  "homo_lumo_gap_ev": 10.360,
  "charge": 0,
  "e_homo_ev": -9.4,
  "e_above_lowest_kcal_mol": 15.3
}

=====

[4]
{
  "formula": "C6H9N",
  "method": "wB97M-V/def2-TZVPD",
  "elements": ["C", "C", "C", "C", "C", "C", "N", "H", "H", "H", "H", "H", "H", "H", "H", "H"],
  "positions_angstrom": [[2.351, -0.254, 0.363], [0.956, -0.143, -0.161], [0.138, -1.072, -0.728], [-1.130, -0.474, -1.162], [-2.120, -0.083, 0.390], [-0.991, 0.841, -0.646], [0.287, 1.068, -0.137], [2.400, 0.016, 1.424], [2.711, -1.281, 0.257], [3.034, 0.406, -0.184], [0.430, -2.103, -0.907], [-1.716, 0.291, 1.340], [-2.248, -1.157, 0.490], [-3.088, 0.364, 0.170], [-1.592, 1.707, -0.905], [0.581, 1.874, 0.394]],
  "energy_ha": -288.64416,
  "homo_lumo_gap_ev": 8.517,
  "charge": 0,
  "e_homo_ev": -7.7,
  "e_above_lowest_kcal_mol": 86.5
}

=====

[5]
{
  "formula": "C6H9N",
  "method": "wB97M-V/def2-TZVPD",
  "elements": ["C", "C", "C", "C", "C", "C", "N", "H", "H", "H", "H", "H", "H", "H", "H", "H"],
  "positions_angstrom": [[-1.671, 0.620, 0.022], [-0.709, 1.309, 0.259], [2.836, 0.385, -0.659], [-2.793, -0.210, -0.249], [0.310, 2.279, 0.411], [3.060, -1.722, 0.736], [3.016, -0.566, -0.019], [-2.580, -0.865, -1.063], [-3.790, 0.243, -0.229], [-2.948, -0.879, 0.694], [0.568, 2.701, 1.448], [-0.031, 3.129, -0.019], [1.138, 1.997, -0.113], [2.293, -1.738, 1.535], [4.025, -1.860, 1.265], [2.753, -2.656, 0.052]],
  "energy_ha": -288.63124,
  "homo_lumo_gap_ev": 9.717,
  "charge": 0,
  "e_homo_ev": -8.9,
  "e_above_lowest_kcal_mol": 94.6
}

=====

[6]
{
  "formula": "C6H9N",
  "method": "wB97M-V/def2-TZVPD",
  "elements": ["C", "N", "C", "C", "C", "C", "C", "H", "H", "H", "H", "H", "H", "H", "H", "H"],
  "positions_angstrom": [[2.098, -0.171, 0.127], [0.721, -0.512, -0.234], [-0.220, -0.028, 0.823], [-0.630, 1.247, 0.102], [-0.788, 0.375, -1.128], [-1.647, -0.751, -0.759], [-1.298, -1.032, 0.512], [2.344, -0.759, 1.034], [2.805, -0.498, -0.641], [2.293, 0.882, 0.392], [0.177, 0.024, 1.840], [0.206, 1.945, -0.015], [-1.524, 1.784, 0.449], [-0.842, 0.789, -2.141], [-2.220, -1.364, -1.446], [-1.474, -1.932, 1.085]],
  "energy_ha": -288.62471,
  "homo_lumo_gap_ev": [9.053, 9.053],
  "charge": 0,
  "e_homo_ev": [-8.2, -8.2],
  "e_above_lowest_kcal_mol": 98.7
}